Record 1
Molecular formula: C6H4O
Method: DFT, the ωB97M-V functional and the def2-TZVPD basis

Cartesian coordinates (Å):
C -0.271 3.131 -0.072
C -0.240 1.897 0.087
C -0.113 0.509 0.127
C -0.556 -0.472 -0.718
C -0.102 -1.698 -0.167
C 0.585 -1.365 0.962
O 0.614 -0.040 1.144
H 0.424 2.988 -0.930
H -1.129 -0.312 -1.623
H -0.285 -2.694 -0.541
H 1.073 -1.944 1.730

Computed properties:
gap between HOMO and LUMO = 9.16 eV
lowest unoccupied orbital energy = 0.0 eV
electronic energy = -306.12266 Ha
energy relative to the best compared isomer or geometry (same formula, charge and spin) = 233.34 kJ/mol

Record 2
Molecular formula: C4H7N3O2
Method: DFT, the ωB97M-V functional and the def2-TZVPD basis

Cartesian coordinates (Å):
C 1.361 1.612 -0.225
C 0.557 0.308 -0.253
C 0.771 -1.014 -0.094
C -1.450 -0.877 -0.120
H 1.286 2.153 0.816
H 2.359 1.409 -0.148
H 1.311 2.414 -1.124
H 2.697 -1.377 0.458
H -0.390 -2.730 0.129
H -3.352 -0.327 -0.492
H -1.393 1.304 1.266
N -0.468 -1.714 -0.026
N -2.744 -1.191 -0.155
N -0.845 0.319 -0.340
O 1.900 -1.759 0.061
O -1.601 1.468 0.248

Computed properties:
gap between HOMO and LUMO = 7.67 eV
lowest unoccupied orbital energy = 0.2 eV
electronic energy = -471.23441 Ha
energy relative to the best compared isomer or geometry (same formula, charge and spin) = 442.72 kJ/mol

Record 3
Molecular formula: C5H9FO3
Method: DFT, the ωB97M-V functional and the def2-TZVPD basis

Cartesian coordinates (Å):
F 1.143 -2.570 1.517
O 0.697 3.832 -0.472
C 1.642 3.155 -0.004
C 1.560 1.788 0.395
O 0.514 1.068 0.261
H 2.638 3.624 0.159
H 2.498 1.315 0.746
C 0.442 -1.191 0.879
C -0.980 -1.574 0.518
O -1.190 -1.857 -0.843
C -1.771 -0.809 -1.581
H 0.414 -0.692 1.859
H 1.092 -1.225 -0.007
H -1.252 -2.480 1.079
H -1.655 -0.772 0.865
H -1.937 -1.178 -2.600
H -2.739 -0.510 -1.144
H -1.117 0.078 -1.626

Computed properties:
expectation value of S² = 0.76
gap between HOMO and LUMO (spin up / spin down) = 6.20 / 8.08 eV
lowest unoccupied orbital energy (spin up / spin down) = 3.7 / 3.7 eV
electronic energy = -521.44081 Ha
energy relative to the best compared isomer or geometry (same formula, charge and spin) = 7.61 kJ/mol
charge = -1
multiplicity = 2

Record 4
Molecular formula: H8O4
Method: DFT, the ωB97M-V functional and the def2-TZVPD basis

Cartesian coordinates (Å):
O -14.859 12.286 17.680
H -15.500 11.592 17.834
H -14.012 11.842 17.717
O -17.846 10.677 20.741
H -17.693 11.145 21.563
H -17.302 9.893 20.806
O -13.449 8.008 16.365
H -13.214 8.548 15.610
H -13.557 8.633 17.083
O -12.309 10.641 19.215
H -12.900 10.699 19.966
H -11.441 10.820 19.578

Computed properties:
gap between HOMO and LUMO = 11.60 eV
lowest unoccupied orbital energy = 0.2 eV
electronic energy = -305.74040 Ha
energy relative to the best compared isomer or geometry (same formula, charge and spin) = 101.88 kJ/mol

Record 5
Molecular formula: C34H89F6N8O13PdS2
Method: DFT, the ωB97M-V functional and the def2-TZVPD basis

Cartesian coordinates (Å):
Pd -18.068 3.151 2.371
C -18.218 5.661 -1.037
F -17.677 6.530 -1.872
F -18.807 6.336 0.017
F -19.157 4.925 -1.552
S -16.787 4.518 -0.385
O -16.019 4.255 -1.600
O -16.088 5.297 0.608
N -17.714 3.200 0.316
S -17.752 2.013 -0.713
O -18.657 1.011 -0.199
O -18.026 2.400 -2.063
C -15.929 1.228 -0.749
F -15.771 0.711 -1.931
F -14.893 2.051 -0.492
F -15.922 0.185 0.117
C -15.031 6.778 -4.131
C -13.765 6.900 -3.213
O -13.938 7.976 -2.285
H -15.919 6.455 -3.588
H -14.803 6.050 -4.910
H -15.247 7.696 -4.678
H -12.902 7.042 -3.863
H -13.512 6.067 -2.557
H -14.607 8.595 -2.585
C -15.398 -1.422 -4.726
C -14.643 -0.557 -5.806
O -14.111 -1.499 -6.757
H -15.602 -0.689 -3.945
H -14.788 -2.269 -4.414
H -16.317 -1.888 -5.082
H -13.819 -0.039 -5.316
H -15.277 0.033 -6.468
H -13.473 -2.068 -6.321
C -19.710 -3.906 -2.711
C -18.823 -2.643 -2.594
C -19.176 -1.459 -3.671
O -18.846 -2.026 -4.999
C -19.759 -1.480 -5.989
N -18.825 -2.033 -1.291
H -19.553 -4.197 -3.750
H -20.773 -3.737 -2.538
H -19.376 -4.683 -2.023
H -17.762 -2.848 -2.734
H -18.708 -0.502 -3.441
H -20.241 -1.241 -3.593
H -20.765 -1.897 -5.938
H -19.185 -1.414 -6.913
H -19.936 -0.433 -5.745
H -19.727 -1.588 -1.203
H -18.837 -2.844 -0.689
C -22.249 3.556 1.718
C -20.759 3.818 1.815
C -20.274 5.031 2.603
O -18.811 5.138 2.693
C -18.248 6.225 3.476
N -20.218 2.521 2.296
H -22.629 2.741 1.103
H -22.653 4.461 1.264
H -22.687 3.472 2.713
H -20.425 3.842 0.777
H -20.563 4.902 3.646
H -20.819 5.842 2.120
H -18.587 6.040 4.496
H -18.625 7.179 3.106
H -17.162 6.231 3.386
H -20.692 2.280 3.155
H -20.770 1.883 1.741
C -22.153 3.847 -2.678
C -22.593 3.554 -4.126
C -24.079 3.982 -4.471
O -25.006 3.928 -3.435
C -26.168 4.501 -3.884
N -21.609 4.255 -5.014
H -22.386 4.848 -2.314
H -21.129 3.494 -2.550
H -22.786 3.140 -2.143
H -22.635 2.492 -4.367
H -24.440 3.385 -5.309
H -23.995 5.034 -4.742
H -26.082 5.513 -4.280
H -26.889 4.651 -3.081
H -26.650 4.007 -4.728
H -21.462 5.232 -4.801
H -20.783 3.722 -4.782
C -10.916 3.105 -2.658
C -12.079 3.303 -3.634
C -11.753 2.673 -5.053
O -12.591 3.371 -6.060
C -12.570 2.807 -7.370
N -13.328 2.955 -3.070
H -10.240 3.957 -2.592
H -10.263 2.294 -2.981
H -11.137 2.964 -1.600
H -12.164 4.376 -3.806
H -11.766 1.584 -5.093
H -10.754 2.970 -5.371
H -13.130 1.895 -7.575
H -11.595 2.688 -7.843
H -12.929 3.614 -8.008
H -13.598 3.614 -2.354
H -14.028 3.179 -3.763
C -21.694 0.465 -1.045
C -21.812 -0.749 -0.171
C -22.823 -0.691 0.928
O -22.194 -0.176 2.158
C -22.983 -0.106 3.291
N -22.165 -1.752 -1.139
H -22.639 0.776 -1.491
H -20.945 0.317 -1.823
H -21.431 1.379 -0.513
H -20.865 -0.856 0.358
H -23.277 -1.661 1.130
H -23.598 -0.006 0.586
H -23.500 -1.039 3.516
H -23.620 0.777 3.240
H -22.342 -0.001 4.166
H -22.349 -2.707 -0.866
H -22.938 -1.417 -1.696
C -14.011 2.507 3.786
C -15.306 2.359 3.060
C -16.200 1.347 3.794
O -17.407 1.149 3.073
C -18.131 0.042 3.647
N -15.985 3.665 3.040
H -13.970 3.227 4.603
H -13.130 2.775 3.203
H -13.708 1.564 4.241
H -15.132 1.966 2.058
H -16.413 1.602 4.832
H -15.702 0.384 3.915
H -19.075 0.162 3.115
H -18.325 0.010 4.719
H -17.510 -0.774 3.278
H -15.576 4.341 2.410
H -15.817 4.125 3.924
C -16.915 3.680 -4.770
C -17.944 3.050 -5.856
C -17.488 1.825 -6.735
O -18.435 1.561 -7.780
C -18.011 0.629 -8.802
N -19.084 2.625 -5.066
H -16.563 2.801 -4.230
H -17.411 4.357 -4.075
H -15.980 4.118 -5.120
H -18.501 3.845 -6.351
H -17.459 0.942 -6.097
H -16.522 2.086 -7.167
H -17.147 1.061 -9.307
H -18.829 0.503 -9.511
H -17.652 -0.264 -8.290
H -19.622 2.057 -5.704
H -18.781 1.927 -4.402

Computed properties:
expectation value of S² = 2.00
gap between HOMO and LUMO (spin up / spin down) = 7.48 / 4.98 eV
lowest unoccupied orbital energy (spin up / spin down) = -2.6 / -5.1 eV
electronic energy = -4287.85705 Ha
charge = +1
multiplicity = 3

Record 6
Molecular formula: C4H5N3
Method: DFT, the ωB97M-V functional and the def2-TZVPD basis

Cartesian coordinates (Å):
C -1.514 -0.681 -0.208
C -0.128 -0.080 -0.087
C -0.193 1.240 -0.789
C 1.838 -0.283 1.204
N -0.731 -0.595 -1.398
N -0.820 0.808 -1.821
N 0.835 -0.743 0.609
H -2.381 -0.038 -0.095
H -1.604 -1.683 0.187
H 0.114 2.248 -0.579
H 2.534 -0.977 1.669
H 2.052 0.784 1.308

Computed properties:
gap between HOMO and LUMO = 10.38 eV
lowest unoccupied orbital energy = 0.9 eV
electronic energy = -319.53121 Ha
energy relative to the best compared isomer or geometry (same formula, charge and spin) = 475.22 kJ/mol

Record 7
Molecular formula: CH6N2P
Method: DFT, the ωB97M-V functional and the def2-TZVPD basis

Cartesian coordinates (Å):
C -0.510 -0.263 -0.239
N -1.748 0.175 -0.313
N 0.557 0.485 -0.216
P 2.283 0.039 -0.161
H -0.518 -1.300 -0.390
H -2.496 -0.353 -0.594
H -1.994 1.074 0.023
H 0.400 1.524 -0.343
H 1.921 -1.423 -0.349
H 2.495 -0.189 1.338

Computed properties:
gap between HOMO and LUMO = 10.49 eV
lowest unoccupied orbital energy = -4.2 eV
electronic energy = -492.29051 Ha
energy relative to the best compared isomer or geometry (same formula, charge and spin) = 22.00 kJ/mol
charge = +1

| no. | strongest force on any atom (eV/A) |
| --- | --- |
| 1 | 1.207 |
| 2 | 6.576 |
| 3 | 3.558 |
| 4 | 0.414 |
| 5 | 4.124 |
| 6 | 1.614 |
| 7 | 3.036 |